(1)
# C21H25CoN10O3S3

A molecular structure, C21H25CoN10O3S3 at a distorted geometry (the ωB97M-V functional and the def2-TZVPD basis, the Open Molecules 2025 dataset).

Its net charge is -1. For the energy relative to the best compared isomer or geometry (same formula, charge and spin), the calculation gives 13.0 kcal/mol. The value obtained for the gap between HOMO and LUMO (alpha / beta) is 7.1 / 7.0 eV. The electronic energy is -113359.8564 eV. Its expectation value of S² is 0.76. As for the spin multiplicity: 2.

Cartesian coordinates (Å):
H -4.20388 -1.88786 -2.24134
N -1.44634 0.87911 -5.10037
O 0.56010 0.18246 -2.36286
C 3.20221 -0.27455 1.00694
C -5.19411 1.04257 1.07396
C -3.45690 -1.11007 -2.05742
H -3.58240 3.36829 0.59362
N 2.51225 -0.72242 -0.06603
H 0.73618 3.50734 2.76951
N -3.79972 1.26496 0.70889
H 4.52262 -3.35019 -0.92468
O 2.91859 0.74547 1.65969
C 1.05617 2.86662 -0.95423
C -3.29917 0.73743 -0.46855
S -2.25978 1.57264 -1.47638
N 0.05801 -0.11964 1.30525
H 1.35777 5.39926 1.24012
C 1.03413 0.46879 -4.44498
C 0.82481 3.36657 1.69818
H -2.18369 2.48957 1.20872
H 0.13133 0.93234 3.03606
N 4.33024 -0.99533 1.44934
H -3.11175 -2.28569 0.20417
H -5.65350 0.32907 0.39871
H 1.53324 4.93970 -1.20652
H 4.41773 -0.75199 3.54304
H 5.13055 0.55118 2.60216
S -0.46459 -2.19557 -0.49645
H 0.52218 -5.83502 1.47096
C -3.26747 2.51876 1.20791
O 2.37969 -2.21163 -1.81870
H -4.86696 -2.00236 0.25996
N 2.73435 0.59676 -6.39622
N 1.47115 0.23053 -3.23425
C 1.27640 4.15868 -0.50443
H -5.28712 0.66866 2.09741
H 5.66404 -2.56567 1.15855
H 1.14194 2.61346 -2.00366
C 5.00197 -0.52649 2.64885
C 4.17356 -2.50093 -0.35513
C -0.39440 -2.27894 1.20837
H 5.97414 -1.01160 2.72206
C -3.88473 -1.52225 0.31498
N 0.73652 1.87468 -0.13611
H -2.45925 -1.55406 -2.09780
C 0.22786 0.93789 1.95640
N -0.18519 -1.26729 2.01539
H -3.62549 2.65579 2.23203
C 0.64512 -4.79644 1.16468
S -0.64700 -3.84431 2.01054
H -3.76239 -1.06033 1.28924
C 1.16908 4.40614 0.84882
H -3.52225 -0.34511 -2.82352
Co 0.43158 -0.05436 -0.54235
C 2.96039 -1.81148 -0.82153
N -3.72722 -0.52855 -0.74682
H 1.62393 -4.42792 1.46432
C -0.35296 0.67928 -4.79890
C 4.78238 -2.08269 0.75571
C 2.00699 0.53593 -5.50501
H 0.52482 -4.69654 0.08985
H -5.74680 1.98537 1.00108
C 0.61105 2.11201 1.16877


(2)
# C21H25DyO2

A molecular structure, C21H25DyO2 at a distorted geometry (the ωB97M-V functional and the def2-TZVPD basis, the Open Molecules 2025 dataset).

The value obtained for the gap between HOMO and LUMO (alpha / beta) is 6.3 / 6.4 eV. The electronic energy is -50354.4092 eV. Its expectation value of S² is 9.37. As for the spin multiplicity: 6.

Cartesian coordinates (Å):
H 5.58081 -4.39473 -2.03825
C 4.62099 -4.59966 -2.49387
C -0.48603 1.21352 2.90979
C 1.33784 0.24172 1.95185
H -1.48174 0.90553 -2.22318
C -2.80943 1.22632 0.80688
H 0.48606 -1.02635 -3.46411
C 0.20463 2.20426 2.17136
H -2.20128 6.30346 2.69642
H 2.03489 2.08026 0.92554
H -3.18935 -0.90704 1.32524
H -3.75840 3.00518 3.46992
C 2.33396 -3.95846 -2.89966
H -0.04352 -0.94249 3.24484
H -2.10421 2.87458 -0.51782
C 4.43801 -5.75870 -3.23609
H 3.70795 -2.81087 -1.73109
C -3.10113 3.90281 3.50955
H -2.28396 3.65124 4.22734
H -1.38757 1.36270 3.47825
C -2.82589 -0.17660 0.62199
H -2.11207 -1.41495 -1.07739
H -0.78777 5.23785 2.99646
H 3.04596 -6.92694 -4.37630
Dy -0.60080 0.54823 0.68222
C 2.15315 -5.12803 -3.63321
H -0.09885 3.23142 2.05512
C 1.21342 -3.00029 -2.76305
C -1.93757 0.78661 -1.25711
H 5.25421 -6.45732 -3.36372
C 1.35057 -1.58392 -3.11663
C 3.19965 -6.02149 -3.80426
C 0.21718 -0.00613 2.78021
C 3.57680 -3.70407 -2.32642
H 2.05484 -0.48906 1.61639
H 2.31297 -1.22631 -3.46875
H -3.16321 1.75234 1.67652
C -1.60289 5.46209 2.27486
C -2.25583 1.82109 -0.35366
H 1.18562 -5.34194 -4.07093
H -1.19141 5.76007 1.29605
C -2.51893 4.26496 2.10969
C -2.28644 -0.43846 -0.65388
H -3.69949 4.72436 3.95507
C 1.33048 1.60396 1.58418
H 0.22170 -3.43622 -2.85218
O -1.87909 3.08098 1.67545
H -3.36670 4.49554 1.43301
O 1.31187 -1.99106 -1.75264


(3)
# C21H25FN2O4S

C21H25FN2O4S in the gas phase at a distorted geometry (the ωB97M-V functional and the def2-TZVPD basis, the Open Molecules 2025 dataset).

For the energy relative to the best compared isomer or geometry (same formula, charge and spin), the calculation gives 9.1 kcal/mol. As for the SMILES: CCS(=O)(=O)N1Cc2ccccc2C[C@H]1C(=O)N(C)Cc1ccc(OC)c(F)c1. The value obtained for the gap between HOMO and LUMO is 9.1 eV. The electronic energy is -46905.6162 eV.

Cartesian coordinates (Å):
H 1.98920 1.67110 -2.72971
C -0.64234 1.62402 1.50050
H 3.38196 1.75437 2.80258
C -1.12367 0.56690 -3.40489
H -1.15583 0.33422 3.16654
C 2.59327 -0.26840 -0.36498
C 1.00033 0.42877 2.97480
C 0.45897 -1.12135 0.60349
H 0.73842 -2.17159 0.75225
H 2.46036 -0.49253 -5.62150
O -2.03822 -1.67554 3.41822
H -3.80362 1.20558 0.73079
C -2.84789 0.68619 0.83351
N -1.79146 1.66526 0.79026
S -1.12080 -2.15801 2.42606
H -1.80261 -4.90920 2.18709
H 4.95960 1.76953 0.90955
H -2.85537 -2.37504 0.83769
C -0.40626 0.38335 2.37117
O 0.83810 0.00694 -4.57110
C 3.76221 0.46497 -0.29357
C 0.26131 0.70092 -3.55785
H -2.84403 0.14949 1.77783
H -2.89196 2.83990 -0.53833
H 2.50332 1.17215 -4.98853
H 1.13312 -0.46127 3.59713
O -0.03607 -2.99434 2.85636
C 4.05010 1.19041 0.85101
C 0.23320 2.16846 -1.64272
H 4.44897 0.47320 -1.12777
C -1.84711 2.62011 -0.31461
C -1.81767 1.20845 -2.40277
C 2.22559 0.13748 -4.76532
O 0.17339 2.52499 1.45094
F -1.80386 -0.22835 -4.26032
C 1.70769 -0.28827 0.70420
C 1.99548 0.43873 1.85389
H -3.25486 -4.02577 2.65373
H 1.11603 1.31839 3.59357
N -0.57966 -0.81691 1.57175
H -2.75138 -0.03472 0.01606
H 2.35817 -0.83855 -1.25323
H 0.03609 -1.01501 -0.40614
C -2.62414 -4.30327 1.81277
H 0.77595 2.77954 -0.93938
C 3.16786 1.17889 1.91457
C 0.92398 1.52725 -2.65627
C -1.13848 2.02010 -1.50058
H 2.78838 -0.21011 -3.89318
H -3.20772 -4.88955 1.10609
H -1.39893 -3.28007 0.34121
H -1.33771 3.52971 0.00887
H -2.88663 1.07178 -2.34278
C -2.07276 -3.05329 1.16103


(4)
# C21H25FN4O4

C21H25FN4O4 in the gas phase at a distorted geometry (the ωB97M-V functional and the def2-TZVPD basis, the Open Molecules 2025 dataset).

For the energy relative to the best compared isomer or geometry (same formula, charge and spin), the calculation gives 21.6 kcal/mol. As for the SMILES: Cc1cc(NC(=O)CCC(=O)N(CC(=O)NC2CCCC2)c2cccc(F)c2)no1. The value obtained for the gap between HOMO and LUMO is 9.6 eV. The electronic energy is -39051.5701 eV.

Cartesian coordinates (Å):
C 0.21378 0.60297 1.69473
F -3.73962 4.84342 0.33848
C -2.91302 -0.11255 -1.37182
C -2.84931 -3.56415 1.21677
C -3.74440 -3.62345 -1.04294
H -1.55376 6.20276 0.53232
H 8.32885 0.91451 -1.60092
H 0.72382 5.23960 0.28194
H 3.72617 -1.29116 1.79197
H 4.54941 1.30155 -1.02217
H 0.36495 1.67796 1.73518
O -0.15629 -1.01046 -0.02367
H -2.99022 -3.64115 -1.82937
C -2.38026 2.96225 -0.02716
H -4.20747 -5.07362 0.50106
C 2.60203 0.26538 1.03971
H 1.84182 0.09484 3.03232
C -0.28670 0.15295 0.33291
C 7.35938 0.70195 -2.04736
H -0.55454 0.33082 2.42375
H 1.34351 -1.21127 1.93622
C 4.85938 -0.40618 0.38081
H -1.74733 1.44101 -2.31263
H -2.90363 -3.99879 2.21382
H -1.81658 -3.26848 1.02497
N 5.85910 -1.23300 0.58667
C 6.43495 0.16148 -1.02252
O 6.83977 -0.88446 -0.28250
H -3.40387 -1.46163 1.53059
H -3.25970 2.34845 -0.14456
C -0.14485 4.60411 0.20551
H -1.82388 -1.70501 -0.76233
C -1.57064 0.58142 -1.66602
C -3.77460 -2.36418 1.04598
H 6.94579 1.61060 -2.47326
H -4.77547 -1.68728 -0.78724
N -2.76421 -1.37685 -0.95639
H -4.76339 -2.59226 1.44495
O 2.50787 1.19248 0.26870
C -3.33889 -4.52514 0.13418
C -3.85866 -2.19417 -0.47792
H -0.88652 -0.11982 -2.15124
C 5.17236 0.52002 -0.64750
H -2.57794 -5.25036 -0.14900
O -3.97871 0.45552 -1.50405
C -1.40931 5.15132 0.34256
N 3.71044 -0.52495 1.13357
H 1.00014 2.82747 -0.16714
H 7.50886 -0.03042 -2.83959
C 1.51078 -0.13539 2.01750
C -1.10207 2.42834 -0.14048
N -0.95015 1.04938 -0.43000
C -2.50569 4.31759 0.21578
C 0.01570 3.25240 -0.04243
H -4.68718 -3.94635 -1.48080